[1]
{"formula": "C41H62N4O6SSi3W", "method": "ωB97M-V/def2-TZVPD", "homo_energy_ha": [-0.4610, -0.4884], "total_charge": 2, "spin_multiplicity": 3, "s_squared": 2.015, "elements": ["H", "C", "C", "H", "N", "C", "C", "C", "H", "H", "C", "C", "C", "H", "N", "H", "Si", "H", "C", "H", "H", "H", "C", "O", "C", "C", "H", "H", "H", "C", "H", "C", "H", "H", "H", "C", "Si", "H", "N", "H", "C", "C", "C", "C", "H", "C", "H", "S", "C", "H", "H", "O", "H", "H", "C", "H", "C", "H", "H", "H", "H", "H", "H", "H", "H", "O", "C", "C", "C", "H", "W", "H", "H", "H", "H", "H", "C", "C", "Si", "H", "C", "O", "H", "C", "H", "C", "O", "H", "H", "N", "C", "H", "O", "H", "H", "C", "H", "H", "H", "H", "H", "H", "H", "C", "C", "C", "H", "C", "H", "H", "H", "H", "C", "H", "C", "C", "C", "H"], "xyz": [[-0.7594, 2.6921, -1.8043], [3.1260, 6.3315, 2.9729], [-0.0455, 0.6157, -4.1555], [3.3131, 1.4385, 2.5780], [-0.7383, -0.5673, 1.3538], [-0.8009, 3.6603, -2.2895], [2.8172, 3.9355, 2.2434], [-0.3474, 5.0630, -0.2351], [-0.0281, 0.2963, 3.0886], [-3.0843, 2.4423, -1.9082], [4.0045, 2.4529, -1.1282], [2.2347, 2.9382, 1.4688], [-1.9721, -0.9082, 1.2627], [0.5908, -3.8937, -0.3416], [-3.0718, 1.5611, -3.8019], [4.7790, 2.8376, -1.7968], [3.8273, 0.6016, -1.4796], [-1.8905, 5.2096, -1.3862], [-5.3267, 0.8091, 3.7569], [2.6179, -1.4292, 1.1149], [-6.7334, -2.2990, -0.0419], [-7.2448, -1.0506, -1.1737], [-6.4959, 0.2427, 4.5114], [-1.9606, 4.0581, 1.5077], [-3.1149, 2.7640, -2.9508], [3.2850, -2.8942, -1.4895], [3.2277, -0.6400, 2.5638], [3.5500, 3.6439, 2.9894], [-0.5172, -0.3658, -4.1512], [2.5477, 1.5700, 1.8127], [-3.8846, 0.3471, 5.2720], [2.3452, -0.7738, 1.9364], [-1.5322, 3.4158, -4.2825], [5.9184, 0.6246, -2.6622], [3.1120, 3.0528, -1.2860], [-6.6119, -1.2493, -0.3107], [1.7522, 0.5862, -3.6189], [-2.3071, 4.7131, -3.4384], [-1.0327, 4.6867, -1.2676], [-6.5051, 1.4361, 2.0758], [1.4400, 5.5638, 1.2575], [-3.1757, 1.9226, 2.3706], [-4.4487, 1.9527, 1.8130], [-3.1331, 0.3330, -3.4520], [-0.8325, -1.2514, 3.3340], [0.0068, -2.9984, -0.1282], [-5.4906, -0.3211, -2.6225], [-1.8268, 2.6149, 1.4678], [0.7436, -2.6625, -3.0731], [4.6719, 0.9149, -3.8601], [-0.2800, -3.0198, 0.9179], [0.8066, -1.8379, -0.3909], [2.9651, -3.9334, -1.3782], [5.5413, 0.4824, 0.2651], [-2.9706, 1.3498, 3.6152], [-1.9807, 1.3522, 4.0516], [-4.7550, -0.4560, -1.8356], [5.4632, -1.0335, -0.6067], [4.3567, 2.6313, -0.1122], [-0.5894, 1.2683, -3.4790], [4.3414, -0.7213, 0.6976], [3.0220, 2.8146, -3.3752], [-0.8879, -2.9926, -0.7520], [-0.7762, 5.9339, 0.2464], [1.4882, -1.4301, 3.8009], [-0.5941, 2.1044, 2.0797], [-5.5106, 1.4018, 2.5057], [-4.0444, 0.7901, 4.2965], [-4.1884, -1.0802, 0.3616], [-6.1709, -0.4083, 5.3210], [0.4245, 0.4449, -0.1697], [3.1845, -1.3824, -4.4192], [4.9952, -0.7287, -3.2928], [-2.4418, -1.3274, 2.1528], [3.9475, -2.8653, -2.3594], [-4.4682, -1.4260, 1.3517], [2.0107, 0.0312, -1.7980], [-2.8458, -0.7803, 0.1278], [1.8072, -1.8078, -1.7938], [4.1619, 6.4806, 2.6657], [-5.1725, -0.9298, -0.6006], [-1.1539, -0.0604, -1.4284], [-3.0360, -0.3803, -4.2671], [4.9197, 0.3147, -2.9861], [-0.2604, -2.2358, -3.1038], [1.2109, -1.4238, 2.7456], [0.8123, 2.3607, -0.3585], [1.1555, -2.6536, -4.0784], [1.4172, 3.0105, -4.0707], [1.9669, 0.5233, 1.3540], [2.2898, 2.3528, -4.0286], [3.3449, 0.0221, -5.4467], [-1.9528, 2.0699, 0.0983], [-4.0722, 3.2454, -3.1511], [0.6447, -3.7124, -2.7849], [0.8556, 4.6019, 0.4095], [-6.9812, -0.6512, 0.5237], [2.7155, 2.3485, -5.0350], [3.1302, 6.0466, 4.0249], [-4.6017, 2.4001, 0.8389], [-7.0897, 1.0469, 4.9492], [3.8786, -2.6238, -0.6181], [-7.1546, -0.3258, 3.8545], [2.4680, 5.2766, 2.1306], [-3.4210, -0.1402, -2.0930], [4.8493, -0.2606, -0.1406], [-2.9131, 1.7417, -4.7893], [-2.4096, -0.3070, -1.1310], [2.6105, 7.2856, 2.8831], [1.8990, -0.9695, -5.5462], [0.1636, 3.8628, -2.7536], [1.0546, 6.5768, 1.2239], [-0.1302, -0.7129, 2.6947], [-0.0809, 1.0232, -5.1714], [-1.9386, 3.6934, -3.3076], [1.3022, 3.2668, 0.4694], [2.6315, -0.5498, -4.8530], [1.1162, -2.4688, 2.4521]], "mulliken_spin": [0.0476, 0.0005, -0.0088, -0.0050, 0.0761, 0.0441, 0.0083, 0.0025, 0.0004, 0.0015, 0.0068, -0.0031, 0.0300, -0.0007, 0.0013, -0.0004, 0.0090, 0.0003, 0.0003, -0.0031, 0.0002, 0.0001, 0.0000, 0.0012, -0.0023, 0.0004, -0.0012, 0.0013, -0.0030, 0.0535, 0.0000, 0.0347, 0.0006, -0.0004, 0.0003, 0.0000, -0.0006, -0.0003, -0.0005, 0.0000, 0.0164, 0.0009, 0.0019, -0.0018, 0.0011, 0.0032, -0.0006, 0.0243, -0.0016, 0.0001, 0.0004, -0.0146, -0.0001, -0.0009, -0.0003, 0.0003, -0.0026, 0.0005, -0.0002, 0.0062, -0.0054, 0.0004, 0.0006, -0.0002, 0.0000, 0.0083, 0.0000, -0.0011, -0.0033, 0.0000, 1.0887, -0.0011, -0.0004, -0.0003, -0.0004, 0.0011, 0.1676, 0.0299, 0.0316, -0.0006, 0.0049, 0.0804, -0.0004, -0.0005, -0.0009, -0.0092, 0.1111, -0.0002, 0.0000, 0.0494, 0.0030, -0.0004, 0.0274, 0.0001, 0.0003, -0.0129, 0.0002, -0.0005, -0.0004, -0.0003, 0.0000, -0.0002, 0.0000, -0.0065, 0.0073, 0.0089, 0.0001, 0.0188, -0.0001, 0.0003, -0.0061, 0.0001, 0.0020, 0.0009, 0.0051, 0.0754, 0.0025, 0.0002]}

[2]
{"formula": "C41H63GeN8O2STa", "method": "ωB97M-V/def2-TZVPD", "homo_energy_ha": [-0.6321, -0.6321], "total_charge": 4, "elements": ["H", "C", "H", "C", "S", "O", "N", "H", "H", "C", "N", "C", "H", "H", "H", "C", "N", "C", "H", "H", "H", "H", "N", "H", "H", "H", "C", "H", "H", "H", "H", "C", "H", "C", "H", "H", "H", "H", "H", "C", "Ge", "H", "C", "H", "H", "H", "H", "H", "H", "C", "H", "N", "H", "H", "C", "C", "H", "H", "N", "Ta", "C", "C", "H", "H", "C", "H", "H", "C", "H", "H", "C", "C", "H", "C", "C", "H", "H", "H", "H", "C", "H", "C", "H", "C", "H", "H", "O", "H", "H", "C", "C", "N", "C", "C", "C", "C", "N", "C", "C", "C", "C", "C", "H", "H", "C", "C", "C", "H", "H", "H", "H", "H", "H", "C", "H", "C", "H"], "xyz": [[-1.3456, 2.0323, -2.6515], [3.8514, -3.3562, 0.4564], [3.6397, -6.6649, 2.3027], [2.3439, 0.6910, 4.5164], [-1.8874, -1.3172, 3.2910], [3.2446, 2.8454, 4.6503], [2.9169, -2.1004, 2.2828], [-0.2887, 1.1496, -3.5853], [3.7001, 1.5278, 3.0387], [1.8225, -1.6018, 6.0402], [3.3208, 1.5853, -7.4057], [-1.4634, -2.3622, -1.7716], [1.5089, -3.1356, -2.4157], [-0.9278, 3.0905, -4.7044], [3.2419, -0.8515, 7.5065], [-0.1914, -2.4702, -1.1910], [-4.0112, -2.4679, 1.8003], [-2.3515, -1.3713, -1.4252], [-0.4699, 4.2483, -3.4733], [4.9558, 2.6151, -7.5501], [2.0891, 2.2713, 2.9859], [-2.7789, 6.2356, -2.5402], [-1.6965, 1.9478, 3.0193], [-3.0058, 6.9486, -0.9015], [1.5278, 2.3893, -4.8782], [1.3905, 2.8520, -1.5871], [-2.9724, 4.6994, -0.9709], [-3.8346, -5.6509, 0.5848], [-5.0230, -2.3747, 1.5597], [-6.0563, 0.8484, 2.8658], [1.1625, 1.1397, -1.5717], [-5.6171, 0.5656, 0.8680], [-4.1016, 4.7238, -1.0251], [-1.7678, 2.6401, 3.9756], [-2.6021, 5.0297, 1.2018], [2.3953, -0.6313, -5.3083], [-4.9291, 0.0365, 0.2622], [1.6565, -2.4471, 6.7251], [-4.5944, -4.1572, -0.1109], [2.2536, 1.1628, -7.9138], [0.0357, 2.3002, 0.1805], [3.2944, 1.3185, 6.2530], [1.3683, -1.5273, 4.7377], [0.7790, -2.3062, 4.2340], [2.6005, -5.3554, 4.3063], [1.2736, -4.0542, -0.9499], [4.6309, -6.5966, -0.0178], [1.4627, 2.8416, 0.6311], [-5.4257, 1.6326, 0.9063], [1.2647, 3.3712, -4.5122], [0.0922, -4.2583, -2.3933], [0.3066, 0.6065, -6.6302], [3.9687, -2.4247, -0.0741], [-3.3297, -1.2270, -1.9329], [-2.3343, 4.3664, 0.4188], [2.7440, -0.6635, 6.4913], [-1.8097, -3.2209, -2.3478], [-5.2669, -5.0410, 1.3375], [1.2219, -0.4660, 2.5495], [-0.4761, 0.4457, 2.0030], [-0.8528, -0.7557, 0.4016], [1.7095, -0.3809, 3.9511], [-0.3678, 4.6089, -0.4826], [3.1639, -3.7474, 4.5182], [-1.9887, -0.5751, -0.3261], [1.8954, 2.6263, -9.3759], [-1.5134, 4.5222, 4.9038], [-0.8487, 4.1198, 0.4315], [-2.4662, -3.6995, 1.3157], [1.8882, -1.8527, -6.6310], [-3.5838, -1.4798, 2.6643], [3.7201, -5.7373, 1.8140], [3.7403, 3.5614, 4.2185], [2.8283, 1.8312, 3.7039], [4.2006, -5.7219, 0.4857], [2.3553, 1.1045, -10.1110], [-6.3666, -0.8777, 2.4307], [0.7126, 1.4367, -9.2634], [-3.8652, 0.3942, 3.3807], [2.2748, -0.8304, -6.3777], [2.0228, -2.4963, 0.0457], [1.4172, 0.2383, -6.9845], [-3.3265, -4.1511, 2.7894], [-3.4692, -3.8082, 1.7509], [-6.5318, 0.2575, 0.4437], [1.9987, 3.7480, -3.7748], [4.2250, 2.1776, -8.1606], [4.2157, -4.5929, -1.3580], [-2.9316, 3.5319, 0.8296], [-0.1955, 3.2735, -3.9198], [3.4130, -4.5693, 2.4984], [1.3718, -1.9033, 0.5640], [0.0640, -1.7989, -0.0031], [-2.0828, 3.5751, 4.9937], [3.4147, -4.7097, 4.0835], [0.6866, -3.5594, -1.7908], [-4.3457, -0.3744, 2.8859], [-2.5360, 6.1252, -1.4787], [-5.6217, -0.0136, 2.3128], [-0.3158, 2.0967, -3.0201], [-4.3352, -4.7301, 0.8705], [0.6275, 2.0608, -1.7577], [-2.7514, 0.2401, -0.1942], [-3.1826, 3.7907, 5.0862], [4.0779, -4.5524, -0.2168], [2.9020, 0.4855, 5.7311], [1.7806, -1.4795, 1.8022], [4.3996, -5.0405, 4.4231], [-0.3297, 4.5342, 1.3121], [-2.5528, 3.9552, -1.6442], [3.2563, -0.7357, -6.7557], [3.2164, -1.8734, 3.1992], [1.3992, 4.0177, -5.3955], [1.7898, 1.5566, -9.2490], [-1.8477, 3.1014, 5.9643], [3.4141, -3.3322, 1.7495], [-1.4788, 6.3513, -1.4274]], "lowdin_charge": [0.0842, -0.0834, 0.1146, -0.1934, 0.6420, -0.0530, 0.1870, 0.0959, 0.1611, -0.0524, 0.0523, -0.0162, 0.1003, 0.1068, 0.1650, -0.1928, 0.0360, -0.0399, 0.1125, 0.2183, 0.0808, 0.0740, 0.0138, 0.0883, 0.0234, 0.0430, -0.2170, 0.0815, 0.1598, 0.1368, 0.0196, -0.0444, 0.1266, -0.1151, 0.0889, 0.1088, 0.0288, 0.1358, 0.1117, -0.2563, 0.7970, 0.1256, -0.0603, 0.1079, 0.0748, 0.0938, 0.1335, -0.0176, 0.0827, -0.0897, 0.0963, 0.4844, 0.1269, 0.1390, -0.3177, -0.0002, 0.1335, 0.0824, -0.0885, 1.4296, -0.4019, -0.2494, 0.0797, 0.0371, -0.1698, 0.1055, 0.1350, -0.3628, 0.1043, 0.1361, -0.5770, -0.0127, 0.1182, -0.1888, -0.0296, 0.1430, 0.1535, 0.0953, 0.1098, 0.0441, 0.0989, -0.2831, 0.1307, -0.2461, 0.0761, 0.0780, 0.0691, 0.1476, 0.0699, -0.2525, -0.1302, 0.1730, -0.1677, 0.0104, 0.0144, -0.0103, -0.0068, -0.1014, -0.2055, -0.2868, -0.0560, -0.3065, 0.1135, 0.1479, -0.0850, -0.0059, -0.2461, 0.1038, 0.0539, 0.0716, 0.0810, 0.1318, 0.0779, 0.0159, 0.1278, -0.1924, 0.0526]}

Calculated total energy values, unit eV, following the record order: -98054.58513; -128411.83639.
Largest force on an atom values, unit hartree/bohr, following the record order: 0.0225; 0.0756.
Energy relative to the best compared isomer or geometry (same formula, charge and spin) values, unit kJ/mol, following the record order: 8.8; 437.2.